Entry 1:
{
  "formula": "C14H23AuN4O",
  "method": "wB97M-V/def2-TZVPD",
  "multiplicity": 1,
  "orbital_gap_ev": [7.3, 7.3],
  "e_lumo_ev": [-6.44, -6.44],
  "homo_ev": [-13.7656, -13.7658],
  "relative_energy_ev": 2.0994,
  "e_tot_ev": -26572.36693,
  "total_charge": 2,
  "species": ["Au", "C", "C", "N", "H", "H", "H", "O", "C", "C", "N", "C", "C", "N", "C", "C", "H", "H", "H", "H", "H", "H", "H", "H", "H", "H", "H", "H", "H", "N", "C", "C", "C", "C", "C", "C", "H", "H", "H", "H", "H", "H", "H"],
  "positions_angstrom": [[0.4978, 0.7928, -0.0310], [4.5212, 2.3135, -0.3147], [3.4217, 1.3866, -0.2005], [2.5369, 0.6615, -0.1039], [5.2421, 1.9529, -1.0474], [4.9987, 2.4402, 0.6560], [4.1017, 3.2661, -0.6456], [0.7652, 2.6385, -0.1852], [0.9862, -3.7032, -1.0719], [0.9339, -2.1600, -1.1190], [0.3283, -1.6206, 0.1166], [-1.0405, -2.1464, 0.2598], [-1.0308, -3.6901, 0.3412], [0.3974, -4.1393, 0.2395], [1.1973, -3.5784, 1.3806], [1.1370, -2.0380, 1.2816], [2.0021, -4.0899, -1.1175], [0.4007, -4.1684, -1.8623], [0.3452, -1.8228, -1.9704], [1.9346, -1.7449, -1.2172], [-1.6291, -1.8231, -0.5979], [-1.4824, -1.7272, 1.1628], [-1.5803, -4.1557, -0.4742], [-1.4246, -4.0622, 1.2847], [0.4249, -5.1583, 0.2888], [2.2101, -3.9653, 1.2901], [0.7603, -3.9581, 2.3019], [2.1356, -1.6220, 1.1699], [0.6939, -1.6130, 2.1806], [-1.5279, 1.2129, 0.0126], [-1.9983, 2.6019, -0.0942], [-1.6515, 3.5206, 0.8799], [-2.1755, 4.7991, 0.7943], [-3.0140, 5.1463, -0.2580], [-3.3420, 4.2129, -1.2291], [-2.8331, 2.9247, -1.1467], [-1.9375, 0.7009, -0.7671], [-1.9204, 0.8116, 0.8621], [-0.9698, 3.2525, 1.6744], [-1.9173, 5.5320, 1.5460], [-3.4112, 6.1499, -0.3209], [-3.9964, 4.4803, -2.0467], [-3.0906, 2.1892, -1.9020]],
  "atomic_forces_ev_per_a": [[0.198, -0.323, -0.013], [0.005, -0.001, -0.019], [-0.005, 0.024, 0.033], [0.029, -0.016, -0.023], [0.000, 0.004, -0.002], [0.003, -0.002, 0.001], [-0.008, 0.000, 0.002], [0.032, 0.054, -0.022], [0.000, -0.011, 0.001], [-0.003, -0.033, 0.011], [0.058, 0.183, 0.006], [-0.007, 0.000, -0.009], [0.002, -0.008, 0.000], [0.000, 0.012, 0.002], [-0.002, -0.010, -0.001], [-0.007, -0.031, -0.005], [0.001, 0.002, 0.003], [0.000, 0.005, -0.003], [0.004, 0.006, 0.000], [0.000, 0.005, -0.006], [-0.001, -0.001, 0.009], [-0.001, -0.001, -0.003], [0.001, 0.001, -0.002], [-0.001, 0.003, 0.001], [-0.002, -0.001, 0.001], [0.001, 0.002, -0.005], [0.001, 0.005, 0.003], [-0.002, 0.006, 0.007], [0.003, 0.004, 0.000], [-0.182, -0.008, -0.072], [-0.031, 0.030, 0.042], [-0.081, -0.007, 0.051], [-0.016, 0.019, -0.018], [0.009, -0.005, 0.008], [0.012, -0.002, 0.015], [0.056, 0.017, -0.066], [-0.094, 0.044, 0.045], [0.035, 0.027, 0.024], [-0.009, 0.006, 0.003], [-0.001, 0.001, 0.001], [-0.002, 0.001, 0.002], [0.000, -0.001, -0.002], [0.003, 0.002, 0.002]]
}

---

Entry 2:
{
  "formula": "C14H23BF3N4O5",
  "method": "wB97M-V/def2-TZVPD",
  "multiplicity": 1,
  "orbital_gap_ev": 6.2,
  "e_lumo_ev": -5.22,
  "homo_ev": -11.4620,
  "e_tot_ev": -39913.81908,
  "total_charge": 1,
  "species": ["C", "B", "O", "C", "N", "C", "C", "C", "O", "C", "F", "F", "F", "C", "C", "C", "O", "O", "C", "C", "C", "C", "N", "H", "H", "H", "H", "H", "H", "H", "H", "H", "H", "H", "H", "H", "H", "H", "H", "H", "H", "H", "C", "O", "N", "N", "H", "H", "H", "H"],
  "positions_angstrom": [[-0.4017, -0.9702, 2.7601], [-1.0550, -2.0366, 1.7970], [-1.7190, -3.1001, 2.3640], [-0.8872, -1.8753, 0.2013], [0.1915, -1.1862, -0.2066], [0.4814, -0.9304, -1.4743], [1.7197, -0.0981, -1.7255], [1.5313, 1.3047, -1.0974], [1.5960, 2.3176, -2.0649], [2.4728, 1.5958, 0.1041], [1.7810, 1.4671, 1.2507], [2.8666, 2.8695, 0.0647], [3.5751, 0.8589, 0.1263], [-0.3319, -1.3982, -2.4433], [-1.4515, -2.1139, -2.1028], [-2.3259, -2.5993, -3.2456], [-2.7771, -1.8012, -4.0387], [-2.5772, -3.9168, -3.3443], [-1.7488, -2.3360, -0.7612], [-3.0139, -3.0693, -0.3664], [-4.0799, -2.0294, 0.1151], [-4.2807, -0.8396, -0.8496], [-3.4649, 0.3478, -0.5688], [-0.9020, 0.0002, 2.6714], [0.6801, -0.8658, 2.6115], [-0.5359, -1.2849, 3.7936], [-2.6689, -2.9185, 2.3304], [0.8144, -0.8433, 0.5201], [1.8708, 0.0340, -2.7938], [2.5493, -0.6654, -1.2995], [0.5159, 1.3474, -0.6913], [0.8591, 2.9161, -1.9162], [-0.1112, -1.2082, -3.4839], [-2.0561, -4.4112, -2.6969], [-3.4388, -3.5627, -1.2357], [-2.8120, -3.8197, 0.3920], [-3.8432, -1.6731, 1.1228], [-5.0288, -2.5674, 0.1576], [-4.1255, -1.1628, -1.8779], [-5.3235, -0.5325, -0.7625], [-2.6241, 0.3516, -1.1318], [-3.1809, 0.4012, 0.4014], [5.5375, 5.5063, 2.3926], [5.8377, 6.6801, 2.3151], [5.8902, 4.7242, 3.4599], [4.8187, 4.8656, 1.4158], [5.6536, 3.7549, 3.5429], [6.4172, 5.1621, 4.1922], [4.5458, 5.4106, 0.6198], [4.5598, 3.9002, 1.4566]],
  "atomic_forces_ev_per_a": [[0.025, -0.505, -0.183], [0.391, 0.104, 0.923], [-0.274, 0.772, -0.611], [-0.020, -0.019, 0.826], [-0.136, -0.120, 0.651], [1.835, 1.147, -0.062], [-0.450, -0.171, 0.268], [-0.627, 0.126, -0.018], [0.320, -0.515, -0.179], [-0.162, 1.431, -0.825], [0.141, -0.814, 0.329], [0.048, 0.114, 0.022], [-0.011, -0.568, 0.350], [-0.462, -0.148, -1.304], [-0.314, -0.510, -0.227], [-0.789, 0.876, -1.132], [0.673, -1.078, 1.151], [0.343, 0.477, 0.081], [-0.946, -1.248, -0.132], [-0.322, 1.009, -0.008], [0.074, -0.611, -0.636], [-0.152, 0.129, 0.839], [0.405, -0.298, -0.319], [0.264, 0.107, -0.206], [-0.076, 0.364, -0.010], [0.007, -0.093, -0.016], [-0.104, -0.629, 0.187], [-0.006, 0.068, -0.019], [0.105, -0.063, 0.016], [0.241, 0.289, -0.123], [0.141, -0.113, 0.371], [0.120, 0.247, -0.090], [0.054, 0.080, -0.021], [-0.044, -0.146, -0.047], [-0.005, -0.075, 0.071], [0.023, -0.046, -0.029], [-0.118, 0.148, -0.023], [0.037, -0.011, 0.286], [-0.055, 0.127, -0.068], [-0.033, -0.071, -0.130], [-0.006, 0.139, -0.024], [-0.171, 0.061, 0.053], [0.038, 0.009, 0.026], [-0.025, -0.016, -0.013], [0.006, 0.004, 0.053], [-0.050, 0.018, -0.040], [0.002, -0.004, -0.024], [0.005, 0.014, -0.012], [0.026, 0.017, 0.003], [0.035, -0.009, 0.029]]
}

---

Entry 3:
{
  "formula": "C14H23BN6OSn",
  "method": "wB97M-V/def2-TZVPD",
  "multiplicity": 1,
  "orbital_gap_ev": [4.1, 4.2],
  "e_lumo_ev": [-18.50, -18.31],
  "homo_ev": [-22.5767, -22.4842],
  "e_tot_ev": -32336.62902,
  "total_charge": 4,
  "species": ["C", "N", "N", "C", "C", "B", "N", "N", "C", "C", "C", "Sn", "N", "N", "C", "C", "C", "H", "H", "H", "H", "H", "H", "H", "H", "H", "H", "H", "C", "H", "H", "H", "C", "C", "C", "C", "O", "H", "H", "H", "H", "H", "H", "H", "H", "H"],
  "positions_angstrom": [[3.0324, 0.1514, -0.1804], [1.7699, 0.0805, -0.6683], [1.8460, 0.0031, -2.0310], [3.1279, -0.0874, -2.4002], [3.9111, 0.0158, -1.2623], [0.6213, 0.1773, -2.9553], [-0.3178, -1.0019, -2.6028], [-0.8424, -1.1596, -1.3537], [-1.8172, -2.0929, -1.4099], [-1.8086, -2.6296, -2.7017], [-0.8451, -1.9260, -3.4158], [-0.2038, 0.1689, 0.2568], [-0.0686, 1.5150, -2.4954], [-0.4364, 1.7667, -1.2044], [-1.0475, 2.9646, -1.1427], [-1.0183, 3.5126, -2.4130], [-0.3983, 2.5835, -3.2417], [-1.4597, 3.3397, -0.2102], [-0.1637, 2.5757, -4.2851], [-1.4050, 4.4728, -2.7146], [0.8965, 0.2320, -4.1282], [-0.4987, -1.9785, -4.4308], [3.3562, -0.1873, -3.4489], [-2.4384, -3.4087, -3.0771], [4.9822, 0.0182, -1.2328], [-2.4610, -2.2638, -0.5652], [3.2025, 0.3487, 0.8660], [-2.5199, -0.8961, 1.6029], [-2.4691, -1.7153, 2.3313], [-3.2693, -2.4277, 2.1097], [-1.4984, -2.2163, 2.2583], [-2.6105, -1.3146, 3.3387], [0.3325, -1.0635, 4.3759], [0.4154, 0.2287, 3.5510], [-0.7815, 1.0907, 3.9754], [1.7573, 0.9253, 3.7658], [0.3948, -0.1706, 2.1842], [0.6317, -0.9102, 5.4269], [0.9694, -1.8550, 3.9571], [-0.7006, -1.4485, 4.3894], [-0.7341, 1.2328, 5.0703], [-0.8159, 2.0854, 3.5058], [-1.7440, 0.5901, 3.7714], [2.5795, 0.2958, 3.4002], [1.8117, 1.8803, 3.2249], [1.9356, 1.1224, 4.8315]],
  "atomic_forces_ev_per_a": [[-3.649, 0.099, 0.608], [2.148, 0.252, 2.364], [2.732, -0.575, -1.695], [-3.055, 0.079, -1.560], [2.202, 0.068, 0.220], [-0.525, 1.670, -0.178], [-0.455, -1.903, -2.429], [-2.537, -1.444, 1.667], [1.733, 2.326, 1.819], [-1.249, -1.432, -0.727], [2.159, 2.524, -0.006], [0.099, 1.576, 1.984], [0.504, -1.039, -0.575], [-0.226, -1.143, 1.579], [0.106, -0.060, -0.264], [-0.148, 0.420, -0.425], [-0.241, -0.084, 0.829], [0.109, 0.057, -0.226], [-0.010, 0.264, -0.427], [-0.013, 0.065, 0.026], [-0.027, -0.285, 0.610], [-0.156, -0.221, -0.450], [0.410, 0.028, -0.133], [-0.340, -0.479, -0.187], [0.537, -0.032, 0.095], [-0.118, -0.413, 0.253], [0.213, -0.242, 0.222], [-0.169, 0.395, -0.121], [0.063, -0.603, -0.149], [0.096, 0.140, 0.040], [-0.143, -0.022, 0.143], [-0.012, -0.005, -0.312], [-0.593, -1.461, -0.358], [-0.193, 1.388, 2.020], [-0.627, 0.300, 0.287], [0.283, 0.396, -0.574], [0.218, -1.195, -3.474], [-0.013, 0.388, -0.487], [-0.033, 0.289, 0.157], [0.499, 0.155, 0.085], [0.027, 0.034, -0.532], [0.359, -0.200, 0.032], [0.527, 0.051, 0.051], [-0.191, -0.042, 0.239], [-0.111, -0.047, 0.220], [-0.190, -0.035, -0.259]]
}

---

Entry 4:
{
  "formula": "C14H23BN6Pd",
  "method": "wB97M-V/def2-TZVPD",
  "s2": 2.005,
  "multiplicity": 3,
  "orbital_gap_ev": [6.9, 8.1],
  "e_lumo_ev": [0.79, 0.11],
  "homo_ev": [-6.0783, -8.0096],
  "relative_energy_ev": 0.0000,
  "e_tot_ev": -27986.08672,
  "species": ["H", "N", "B", "N", "C", "Pd", "H", "C", "H", "C", "H", "C", "H", "H", "H", "N", "N", "N", "N", "C", "C", "H", "H", "C", "C", "C", "C", "H", "H", "H", "H", "H", "C", "C", "C", "C", "H", "H", "H", "H", "H", "H", "H", "H", "H"],
  "positions_angstrom": [[0.8822, -0.3332, 2.8494], [0.9678, -1.0199, 0.8615], [1.3969, -2.2425, -1.3410], [1.5701, -2.0922, 0.2163], [2.2436, -2.8201, 1.1315], [-0.1823, 0.4833, -0.1422], [2.7828, -3.7099, 0.8043], [2.0843, -2.2068, 2.3687], [2.5044, -2.5164, 3.3160], [1.2677, -1.0834, 2.1641], [1.9990, -3.1836, -1.7635], [-1.5974, 2.2157, -1.3255], [-1.7353, 2.8903, -0.4945], [-2.5664, 2.1041, -1.8449], [-0.8618, 2.6194, -2.0077], [1.8738, -0.8895, -1.9289], [-0.1363, -2.2701, -1.5828], [1.2970, 0.3020, -1.4937], [-0.9286, -1.2224, -1.1296], [2.8246, -0.6077, -2.8303], [-0.9247, -3.1913, -2.1679], [3.3672, -1.4389, -3.2493], [-0.4781, -4.0922, -2.5612], [2.8656, 0.7707, -3.0109], [-2.2375, -2.7248, -2.1348], [1.8816, 1.3037, -2.1769], [-2.1978, -1.4828, -1.4831], [3.5285, 1.3121, -3.6665], [-3.1054, -3.2172, -2.5308], [1.5593, 2.3301, -2.0109], [-3.0005, -0.8043, -1.2292], [-1.3861, 1.1031, -1.0124], [-1.7890, 0.6775, 2.7078], [-1.3869, 1.9886, 2.0368], [-1.3645, 3.1591, 3.0126], [-0.0540, 1.9081, 1.3006], [-1.1141, 0.4013, 3.5305], [-1.8258, -0.1562, 1.9916], [-2.7988, 0.8033, 3.1272], [-2.1308, 2.1879, 1.2547], [-0.6359, 2.9882, 3.8133], [-1.0976, 4.0865, 2.4952], [-2.3542, 3.2799, 3.4567], [0.2080, 2.8361, 0.7754], [0.7853, 1.5544, 1.9045]],
  "atomic_forces_ev_per_a": [[0.229, -0.333, -0.211], [1.114, -1.414, 0.696], [-0.538, 1.012, 1.121], [-0.480, 0.967, 1.045], [-0.198, 0.407, -0.173], [0.396, -1.322, 1.865], [-0.165, 0.356, 0.328], [0.234, -0.308, 0.541], [-0.039, -0.082, -0.195], [0.346, -0.838, -1.352], [-0.111, 0.001, -0.109], [-1.172, -0.569, -0.644], [0.081, -0.071, 0.172], [0.371, 0.216, 0.018], [0.163, -0.169, -0.154], [-0.422, 1.664, 0.448], [-1.488, 0.634, 0.360], [2.128, -0.144, -2.435], [-0.544, -1.953, -1.543], [-0.488, 0.330, 0.385], [-0.249, 0.724, 0.186], [0.188, 0.213, -0.173], [-0.190, 0.029, -0.037], [0.381, -0.057, -0.476], [0.069, -0.270, -0.122], [-0.074, -1.238, 0.482], [1.495, -0.974, -0.039], [-0.064, -0.037, 0.017], [-0.069, -0.096, -0.039], [0.218, -0.368, -0.036], [0.141, -0.036, -0.042], [-1.608, 2.259, -1.401], [-0.392, 0.132, 0.190], [0.691, 0.152, -0.399], [-0.351, -0.023, 0.091], [0.642, 0.399, 0.223], [-0.116, 0.094, -0.189], [0.062, 0.146, 0.161], [0.239, -0.199, 0.030], [-0.218, 0.100, 0.370], [-0.074, 0.008, -0.105], [-0.033, -0.125, 0.105], [-0.019, 0.170, 0.201], [-0.023, 0.097, 0.494], [-0.063, 0.517, 0.345]]
}